ORCA calculation (the ωB97M-V functional and the def2-TZVPD basis) on a structure of composition C32H35Cl2F8InN4O4SSi.

```
88
C32H35Cl2F8InN4O4SSi (the ωB97M-V functional and the def2-TZVPD basis)
In -0.692 1.110 1.333
C 1.230 1.704 4.329
Si 2.387 1.673 2.842
C 3.542 3.146 3.115
C 3.339 0.029 2.741
N 1.318 1.772 1.433
C 1.930 2.182 0.251
C 3.359 2.296 0.027
C 3.907 2.806 -1.133
C 3.092 3.331 -2.098
C 1.690 3.212 -2.034
C 1.163 2.644 -0.878
F -0.214 2.470 -0.744
H 0.499 2.507 4.166
H 1.856 1.915 5.237
H 0.664 0.766 4.470
H 4.610 2.807 3.187
H 3.266 3.730 3.984
H 3.513 3.749 2.251
H 2.558 -0.750 2.582
H 3.990 -0.247 3.592
H 4.031 -0.081 1.946
H 4.021 1.774 0.743
H 4.976 2.898 -1.170
H 3.452 3.747 -3.016
H 1.142 3.543 -2.921
C -2.521 -3.180 -4.879
C -1.025 -3.488 -4.706
C -0.309 -3.140 -6.027
C 1.219 -3.236 -5.931
C 1.735 -2.623 -4.703
C 3.099 -2.270 -4.584
C 3.519 -1.416 -3.550
F 4.829 -1.104 -3.456
C 2.661 -1.088 -2.553
C 1.314 -1.468 -2.552
C 0.473 -1.144 -1.420
O 1.005 -0.583 -0.406
C -0.916 -1.414 -1.565
C -1.215 -2.414 -2.520
N -0.450 -2.667 -3.644
C 0.860 -2.274 -3.611
C -2.017 -0.890 -0.709
O -3.038 -1.512 -0.641
O -1.851 0.305 -0.165
H -2.798 -3.411 -5.888
H -2.780 -2.149 -4.685
H -3.219 -3.831 -4.229
H -0.858 -4.577 -4.374
H -0.662 -2.110 -6.281
H -0.671 -3.889 -6.734
H 1.798 -2.744 -6.723
H 1.678 -4.264 -5.910
H 3.808 -2.580 -5.371
H 2.991 -0.423 -1.777
H -2.089 -3.060 -2.445
C -3.278 -3.096 3.082
N -3.816 -1.787 2.826
C -5.121 -1.430 2.461
C -5.131 -0.079 2.227
N -3.815 0.406 2.446
C -3.030 -0.701 2.711
S -1.447 -0.715 3.167
H -3.979 -3.700 3.685
H -2.330 -3.027 3.633
H -3.088 -3.684 2.198
H -5.889 -2.184 2.207
H -5.995 0.580 2.128
H -3.412 1.313 2.280
Cl 1.651 -6.016 1.697
C 3.243 -5.335 2.058
Cl 4.284 -6.342 3.099
H 3.034 -4.408 2.640
H 3.740 -5.192 1.109
C -1.468 4.814 1.424
C -2.376 3.891 2.240
O -2.008 2.520 2.123
C -2.221 4.213 3.785
F -0.995 4.903 3.958
F -2.247 3.165 4.597
F -3.109 5.166 4.181
C -3.829 3.917 1.696
F -4.438 5.128 1.686
F -3.801 3.437 0.441
F -4.614 3.063 2.471
H -0.425 4.680 1.686
H -1.720 5.885 1.508
H -1.564 4.529 0.352
```

Calculated values
LUMO level: -0.05 eV
HOMO energy: -7.4904 eV
ΔE to the lowest compared entry with this formula, charge and spin: 178.41 kJ/mol
largest force on an atom: 4.0 eV/A
frontier orbital gap: 7.44 eV
net charge: 0

Here are the Löwdin charges for atoms 1 to 6, given in e: In 0.807; C -0.179; Si 0.435; C -0.159; C -0.163; N -0.133


ORCA calculation (the ωB97M-V functional and the def2-TZVPD basis) on a structure of composition C32H35ClN8O5SV.

```
83
C32H35ClN8O5SV (the ωB97M-V functional and the def2-TZVPD basis)
V 0.500 -0.641 -0.520
C -1.437 -3.462 1.988
C -0.460 -2.612 1.249
N -0.863 -1.716 0.334
N -2.197 -1.808 -0.079
C -2.453 -2.302 -1.311
N -3.649 -1.964 -1.843
S -1.406 -3.373 -2.082
C 0.929 -2.635 1.452
C 1.604 -3.444 2.399
C 2.966 -3.436 2.467
C 3.690 -2.602 1.591
C 2.983 -1.802 0.721
N 1.651 -1.787 0.625
H -2.224 -3.788 1.309
H -0.962 -4.341 2.420
H -1.904 -2.887 2.797
H -2.795 -1.076 0.290
H -4.056 -1.077 -1.557
H -3.705 -2.117 -2.839
H 1.021 -4.050 3.082
H 3.489 -4.051 3.190
H 4.772 -2.563 1.611
H 3.511 -1.128 0.061
C 3.878 0.531 -2.842
C 2.942 0.519 -1.826
N 1.813 -0.222 -1.925
C 1.577 -0.884 -3.060
C 2.425 -0.863 -4.196
C 3.641 -0.167 -4.013
C 2.162 -1.540 -5.428
C 0.985 -1.983 -6.039
C -0.385 -1.738 -5.781
C -1.388 -2.359 -6.584
C -2.700 -2.141 -6.277
N -3.109 -1.336 -5.268
C -2.105 -0.728 -4.624
N -0.804 -0.872 -4.809
H 4.791 1.100 -2.711
H 3.070 1.084 -0.914
H 0.669 -1.474 -3.098
H 4.372 -0.164 -4.814
H 3.059 -1.718 -6.018
H 1.141 -2.575 -6.937
H -1.105 -3.004 -7.408
H -3.493 -2.616 -6.848
H -2.400 -0.029 -3.843
O 0.932 -0.234 3.288
C 0.000 0.375 3.789
C -1.233 0.815 3.022
C -1.399 2.343 2.916
C -1.963 3.033 4.157
C -1.061 2.923 5.385
C -0.935 1.476 5.868
N 0.037 0.684 5.135
H -2.132 0.377 3.480
H -1.123 0.422 2.010
H -2.067 2.534 2.076
H -0.437 2.789 2.662
H -2.947 2.609 4.400
H -2.117 4.090 3.922
H -1.459 3.543 6.196
H -0.063 3.294 5.131
H -1.918 0.999 5.795
H -0.639 1.449 6.917
H 0.920 0.483 5.571
O -3.240 2.953 -0.551
Cl -3.290 1.524 -0.683
O -4.409 1.142 -1.530
O -3.479 0.916 0.629
O -2.062 1.029 -1.262
C 0.753 0.837 0.352
C 1.117 2.184 0.622
C 1.990 2.571 1.672
C 2.367 3.896 1.844
C 1.903 4.893 0.993
C 1.037 4.536 -0.045
C 0.644 3.225 -0.230
H 2.359 1.794 2.333
H 3.034 4.160 2.661
H 2.207 5.925 1.129
H 0.664 5.305 -0.716
H -0.030 2.942 -1.029
```

Calculated values
LUMO level (alpha / beta): 4.26 / 4.25 eV
HOMO energy (alpha / beta): -0.0621 / -1.0810 eV
ΔE to the lowest compared entry with this formula, charge and spin: 155.19 kJ/mol
spin multiplicity: 4
largest force on an atom: 2.6 eV/A
<S²>: 4.15
frontier orbital gap (alpha / beta): 4.32 / 5.33 eV
net charge: -2

Here are the Löwdin charges for atoms 1 to 6, given in e: V 0.703; C -0.024; C -0.296; N -0.121; N -0.025; C -0.898


ORCA calculation (the ωB97M-V functional and the def2-TZVPD basis) on a structure of composition C32H35CrF6GeIN7OSSb.

```
86
C32H35CrF6GeIN7OSSb (the ωB97M-V functional and the def2-TZVPD basis)
Cr 0.065 -0.451 0.167
S 2.289 -0.194 1.153
C 2.000 1.273 2.022
N 2.944 1.591 2.935
N 2.843 2.719 3.628
C 2.629 4.015 3.193
C 2.699 4.362 1.843
C 2.537 5.679 1.461
C 2.291 6.668 2.404
C 2.215 6.324 3.747
C 2.399 5.014 4.145
N 0.887 1.968 1.888
N -0.156 1.447 1.283
C -1.242 2.290 1.164
C -1.126 3.669 1.434
C -2.219 4.500 1.315
C -3.452 3.993 0.928
C -3.581 2.635 0.670
C -2.499 1.790 0.791
H 3.126 2.602 4.589
H 2.898 3.595 1.111
H 2.606 5.936 0.413
H 2.166 7.697 2.097
H 2.006 7.086 4.486
H 2.351 4.748 5.195
H -0.161 4.060 1.723
H -2.111 5.559 1.513
H -4.301 4.654 0.817
H -4.536 2.231 0.362
H -2.619 0.737 0.589
I -2.089 -1.983 -1.272
C -2.992 -2.084 0.648
C -4.262 -2.598 0.663
C -4.945 -2.756 1.877
C -4.314 -2.437 3.044
C -2.997 -1.925 3.048
C -2.362 -1.655 4.278
C -1.093 -1.156 4.291
C -0.431 -0.881 3.085
C -0.992 -1.094 1.844
C -2.299 -1.685 1.821
H -4.734 -2.881 -0.267
H -5.955 -3.143 1.875
H -4.811 -2.573 3.997
H -2.898 -1.863 5.196
H -0.589 -0.957 5.229
H 0.574 -0.487 3.158
C 2.461 -0.943 -4.099
N 2.547 0.266 -3.301
C 3.068 1.399 -3.829
C 2.961 2.584 -3.203
C 2.200 2.609 -2.001
N 1.774 1.487 -1.444
C 1.874 0.321 -2.095
O 1.379 -0.740 -1.643
N 1.911 3.775 -1.395
H 3.314 -0.991 -4.775
H 1.533 -0.925 -4.675
H 2.453 -1.807 -3.442
H 3.541 1.296 -4.795
H 3.331 3.496 -3.641
H 1.858 4.576 -2.008
H 1.187 3.741 -0.688
C 0.808 -3.574 -2.695
Ge 1.606 -3.399 -0.887
C 1.628 -5.298 -0.234
C 3.532 -2.936 -0.993
C 0.610 -2.526 0.584
H 1.557 -3.990 -3.373
H 0.459 -2.624 -3.092
H -0.039 -4.258 -2.663
H 2.149 -5.950 -0.937
H 0.612 -5.677 -0.116
H 2.131 -5.374 0.731
H 4.032 -3.608 -1.691
H 3.985 -3.066 -0.010
H 3.702 -1.908 -1.304
H 1.264 -2.573 1.457
H -0.232 -3.185 0.800
F -0.792 0.650 -1.046
Sb -1.200 2.613 -2.921
F 0.205 3.984 -3.733
F -1.626 4.380 -1.740
F -2.130 3.178 -4.501
F -2.936 1.541 -2.681
F -0.234 1.202 -4.113
```

Calculated values
LUMO level (alpha / beta): 1.67 / 0.02 eV
HOMO energy (alpha / beta): -4.5819 / -5.3697 eV
ΔE to the lowest compared entry with this formula, charge and spin: 428.25 kJ/mol
spin multiplicity: 6
largest force on an atom: 2.3 eV/A
<S²>: 9.01
frontier orbital gap (alpha / beta): 6.25 / 5.39 eV
net charge: -1

Here are the Löwdin charges for atoms 1 to 6, given in e: Cr 0.483; S 0.836; C -0.783; N 0.031; N 0.032; C -0.243


ORCA calculation (the ωB97M-V functional and the def2-TZVPD basis) on a cluster of 6 separate species, C32H35F43IN4O7S in total.

```
123
C32H35F43IN4O7S (the ωB97M-V functional and the def2-TZVPD basis)
C -4.074 -4.559 -3.914
C -3.377 -3.277 -4.329
N -2.904 -2.588 -3.109
N -1.530 -2.130 -3.210
C -0.803 -2.190 -2.095
N 0.512 -2.607 -2.091
C 0.717 -3.978 -2.670
C 1.307 -4.968 -1.681
C 0.466 -6.228 -1.566
I 0.758 -7.438 -3.314
N -1.344 -1.800 -0.954
S -0.510 -1.854 0.555
O 0.285 -0.699 0.699
O 0.091 -3.107 0.779
C -1.974 -1.765 1.715
F -1.547 -1.189 2.833
F -2.996 -1.094 1.154
F -2.361 -3.027 1.953
H -3.388 -5.197 -3.370
H -4.525 -5.066 -4.756
H -4.855 -4.302 -3.208
H -2.576 -3.475 -5.031
H -4.125 -2.658 -4.808
H -3.494 -1.794 -2.903
H -1.020 -2.619 -3.939
H 1.093 -1.934 -2.583
H -0.189 -4.358 -3.131
H 1.419 -3.874 -3.488
H 1.406 -4.550 -0.685
H 2.302 -5.251 -1.995
H 0.756 -6.806 -0.706
H -0.587 -5.999 -1.489
H -2.290 -1.442 -0.915
C 7.056 -8.820 -3.463
C 6.483 -7.626 -2.675
C 4.990 -7.640 -2.340
F 4.239 -7.617 -3.457
F 4.683 -6.525 -1.624
F 6.794 -6.474 -3.308
F 7.126 -7.610 -1.476
O 7.254 -8.637 -4.858
C 6.269 -8.926 -5.775
C 5.862 -7.678 -6.560
F 5.354 -6.736 -5.734
F 4.894 -7.993 -7.452
F 5.200 -9.521 -5.210
F 6.784 -9.801 -6.661
H 8.063 -8.950 -3.071
H 6.531 -9.749 -3.243
H 4.723 -8.514 -1.741
H 6.716 -7.250 -7.090
C -1.065 2.343 4.299
C -0.451 2.138 5.699
C -1.271 1.367 6.737
F -2.416 2.007 7.040
F -0.546 1.261 7.872
F -0.076 3.331 6.205
F 0.684 1.407 5.509
O -1.646 3.602 4.012
C -2.971 3.876 4.273
C -3.103 5.036 5.261
F -2.529 4.708 6.438
F -4.411 5.291 5.491
F -3.645 2.783 4.686
F -3.536 4.262 3.109
H -0.217 2.293 3.617
H -1.720 1.520 4.013
H -1.503 0.359 6.379
H -2.624 5.935 4.873
C 4.712 -4.878 -8.793
C 6.053 -4.175 -9.068
C 6.449 -3.008 -8.160
F 5.581 -1.983 -8.268
F 7.667 -2.558 -8.533
F 6.107 -3.793 -10.359
F 7.018 -5.127 -8.892
O 3.608 -4.536 -9.621
C 2.764 -3.496 -9.320
C 2.760 -2.436 -10.424
F 3.982 -1.894 -10.560
F 1.894 -1.453 -10.081
F 3.018 -2.959 -8.110
F 1.509 -4.008 -9.258
H 4.888 -5.926 -9.026
H 4.449 -4.859 -7.735
H 6.502 -3.329 -7.116
H 2.454 -2.877 -11.374
C -2.264 6.822 11.699
C -0.881 6.828 12.378
C -0.052 8.112 12.299
F 0.275 8.413 11.028
F 1.099 7.932 12.987
F -0.154 5.781 11.936
F -1.112 6.623 13.706
O -2.374 6.194 10.429
C -2.174 6.877 9.253
C -1.022 6.272 8.450
F 0.134 6.360 9.135
F -0.874 6.963 7.291
F -2.007 8.199 9.450
F -3.297 6.732 8.510
H -2.882 6.201 12.345
H -2.727 7.808 11.707
H -0.593 8.953 12.743
H -1.218 5.225 8.222
C -5.738 7.645 2.071
C -4.207 7.552 1.925
C -3.443 8.832 1.577
F -3.794 9.301 0.366
F -2.119 8.550 1.542
F -3.893 6.571 1.053
F -3.737 7.166 3.148
O -6.534 7.200 0.982
C -6.917 8.043 -0.037
C -6.401 7.549 -1.390
F -5.053 7.523 -1.404
F -6.818 8.393 -2.360
F -6.568 9.320 0.195
F -8.267 8.008 -0.096
H -5.979 6.943 2.868
H -6.054 8.623 2.433
H -3.614 9.605 2.331
H -6.778 6.545 -1.595
```

Calculated values
LUMO level: -4.20 eV
HOMO energy: -12.0208 eV
largest force on an atom: 1.7 eV/A
frontier orbital gap: 7.82 eV
net charge: +1

Here are the Löwdin charges for atoms 1 to 6, given in e: C -0.075; C -0.232; N -0.008; N 0.118; C -0.363; N 0.072


ORCA calculation (the ωB97M-V functional and the def2-TZVPD basis) on a structure of composition C32H35I2N5PdSSi.

```
77
C32H35I2N5PdSSi (the ωB97M-V functional and the def2-TZVPD basis)
Pd 0.943 -0.552 0.416
C 1.912 1.009 -0.524
Si 0.680 2.359 -0.599
C 0.565 3.452 0.940
N 0.441 2.727 2.185
C -0.823 2.051 2.403
C -1.948 3.012 2.794
C -1.540 3.810 4.034
C -0.184 4.486 3.821
C 0.850 3.449 3.376
C 1.001 3.624 -2.008
C 1.589 4.873 -1.801
C 1.906 5.720 -2.857
C 1.644 5.332 -4.162
C 1.061 4.093 -4.397
C 0.747 3.261 -3.334
C -1.059 1.746 -1.089
C -2.023 2.698 -1.443
C -3.322 2.341 -1.772
C -3.699 1.005 -1.760
C -2.765 0.037 -1.425
C -1.466 0.411 -1.103
H 2.831 1.346 -0.040
H 2.130 0.607 -1.522
H -0.209 4.229 0.763
H 1.518 3.993 0.980
H -0.666 1.325 3.210
H -1.087 1.470 1.517
H -2.867 2.449 2.982
H -2.160 3.696 1.964
H -1.455 3.121 4.882
H -2.307 4.547 4.296
H 0.150 4.977 4.740
H -0.280 5.264 3.054
H 1.005 2.712 4.172
H 1.825 3.907 3.194
H 1.807 5.205 -0.793
H 2.360 6.684 -2.657
H 1.898 5.985 -4.989
H 0.850 3.778 -5.413
H 0.286 2.300 -3.541
H -1.750 3.749 -1.459
H -4.042 3.107 -2.039
H -4.715 0.722 -2.011
H -3.035 -1.011 -1.406
H -0.778 -0.404 -0.860
C 0.191 -3.595 -5.463
C 0.183 -4.429 -4.185
C 0.870 -3.726 -3.052
N 0.518 -2.565 -2.627
N 1.275 -2.105 -1.585
C 2.214 -2.943 -1.239
N 3.110 -2.687 -0.256
S 2.226 -4.390 -2.194
H -0.381 -4.084 -6.253
H 1.211 -3.443 -5.818
H -0.244 -2.615 -5.271
H 0.667 -5.393 -4.358
H -0.846 -4.643 -3.884
H 2.763 -1.947 0.360
H 3.545 -3.460 0.216
I 2.273 -0.170 2.607
I 3.916 0.850 5.895
N -1.352 -9.611 4.025
C -1.148 -8.551 3.624
C -0.900 -7.235 3.110
C -1.255 -6.932 1.793
C -1.027 -5.667 1.293
C -0.445 -4.663 2.089
C -0.079 -4.994 3.406
C -0.304 -6.258 3.910
C -0.204 -3.365 1.573
C 0.026 -2.228 1.186
H -1.709 -7.693 1.171
H -1.289 -5.425 0.272
H 0.393 -4.234 4.013
H -0.017 -6.497 4.925
```

Calculated values
LUMO level: 3.48 eV
HOMO energy: -1.4300 eV
largest force on an atom: 0.4 eV/A
frontier orbital gap: 4.91 eV
net charge: -2

Here are the Löwdin charges for atoms 1 to 6, given in e: Pd 0.290; C -0.413; Si 0.594; C -0.254; N -0.250; C -0.227


Number 1: DFT total energy -4357.643331 Ha. Number 2: DFT total energy -3856.765523 Ha. Number 3: DFT total energy -6355.726520 Ha. Number 4: DFT total energy -6975.886830 Ha. Number 5: DFT total energy -2925.190549 Ha.